(1)
The following is a DFT calculation (ωB97M-V/def2-TZVPD) of a 2-piece molecular cluster, C42H35N3O overall.

Geometry as XYZ:
```
81
C42H35N3O, DFT ωB97M-V/def2-TZVPD
C -2.37 -6.12 1.41
C -3.33 -5.57 0.55
C -3.45 -4.19 0.42
C -2.61 -3.32 1.18
C -2.85 -1.91 1.29
C -4.18 -1.31 1.11
O -4.29 -0.16 0.66
C -5.40 -2.11 1.50
C -5.38 -3.09 2.51
C -6.48 -3.91 2.75
C -7.63 -3.76 1.97
C -7.69 -2.74 1.02
C -6.60 -1.90 0.80
C -1.89 -1.04 1.81
N -1.06 -0.32 2.23
C -1.51 -3.89 1.87
C -1.45 -5.27 2.05
H -2.34 -7.20 1.56
H -3.97 -6.22 -0.03
H -4.17 -3.76 -0.28
H -4.46 -3.27 3.07
H -6.44 -4.65 3.54
H -8.47 -4.45 2.11
H -8.61 -2.60 0.44
H -6.65 -1.12 0.05
H -0.74 -3.24 2.27
H -0.68 -5.70 2.68
C -1.93 6.05 0.22
N -1.51 5.48 -1.06
C -0.94 6.43 -1.97
C 0.28 7.06 -1.67
C 0.81 8.00 -2.55
C 0.11 8.34 -3.71
C -1.12 7.73 -4.00
C -1.64 6.77 -3.14
C -1.05 4.14 -0.98
C -1.75 3.10 -1.64
C -1.42 1.79 -1.38
C -0.35 1.40 -0.51
C 0.01 0.02 -0.41
C 1.31 -0.53 -0.25
C 1.55 -1.91 -0.53
C 2.79 -2.51 -0.36
C 3.84 -1.79 0.26
N 5.04 -2.45 0.64
C 5.20 -2.62 2.09
C 6.25 -2.25 -0.09
C 7.05 -1.11 0.11
C 8.23 -0.95 -0.61
C 8.64 -1.94 -1.51
C 7.86 -3.08 -1.70
C 6.66 -3.23 -1.01
C 3.64 -0.43 0.55
C 2.46 0.21 0.18
C 0.25 2.47 0.23
C 0.00 3.80 -0.10
H -2.46 5.28 0.79
H -1.06 6.40 0.80
H -2.60 6.89 0.02
H 0.79 6.77 -0.75
H 1.76 8.47 -2.30
H 0.54 9.07 -4.39
H -1.67 8.02 -4.90
H -2.59 6.27 -3.35
H -2.54 3.37 -2.35
H -1.99 0.99 -1.86
H -0.80 -0.70 -0.55
H 0.72 -2.51 -0.91
H 2.98 -3.53 -0.69
H 6.09 -3.23 2.26
H 5.30 -1.65 2.60
H 4.31 -3.13 2.47
H 6.71 -0.36 0.83
H 8.83 -0.06 -0.45
H 9.57 -1.81 -2.06
H 8.19 -3.87 -2.39
H 6.03 -4.11 -1.15
H 4.45 0.11 1.04
H 2.41 1.29 0.22
H 0.89 2.23 1.09
H 0.59 4.61 0.32
```

The relative energy (zero: lowest compared OMol25 entry of this formula, charge and spin) is 0.0 kJ/mol. For the HOMO energy, the calculation gives -6.133 eV. The orbital gap is 0.1323 hartree. The electronic energy is -1860.82464 hartree. As for the total charge: 0.

Here are the Mulliken charges for atoms 1 to 4, given in e: number 1, C, carries -0.484; number 2, C, carries -0.585; number 3, C, carries -0.001; number 4, C, carries 0.471

---

(2)
The following is a DFT calculation (ωB97M-V/def2-TZVPD) of C42H35N4O2P2Tm as an isolated structure.

Geometry as XYZ:
```
86
C42H35N4O2P2Tm, DFT ωB97M-V/def2-TZVPD
Tm 1.88 0.43 -0.59
C -0.88 -0.84 -5.88
C -0.12 0.27 -5.55
C 0.71 0.31 -4.38
C 0.79 -0.82 -3.53
C -0.12 -1.89 -3.80
C -0.86 -1.93 -5.01
N 1.75 -0.90 -2.47
C 2.60 -1.96 -2.52
C 2.90 -2.73 -3.64
C 3.90 -3.65 -3.67
C 4.71 -3.86 -2.54
C 4.43 -3.18 -1.36
C 3.46 -2.17 -1.40
N 3.45 -1.18 -0.45
N 4.45 -1.15 0.43
C 4.43 -0.01 1.13
C 5.21 0.14 2.31
C 5.19 1.34 2.95
C 4.41 2.47 2.45
C 3.68 2.24 1.30
N 3.59 1.01 0.70
H -1.50 -0.90 -6.77
H -0.20 1.18 -6.16
H 1.39 1.14 -4.13
H -0.19 -2.72 -3.15
H -1.34 -2.85 -5.31
H 2.27 -2.57 -4.53
H 4.06 -4.25 -4.55
H 5.49 -4.60 -2.58
H 5.03 -3.18 -0.45
H 5.77 -0.75 2.65
H 5.90 1.63 3.77
H 4.43 3.45 2.93
H 3.16 3.05 0.75
O 0.75 -0.76 0.81
P -0.65 -0.92 1.38
C -1.76 0.14 0.43
P -1.33 1.78 -0.13
O 0.18 1.78 -0.43
C -2.30 2.14 -1.56
C -3.67 1.92 -1.53
C -4.46 2.24 -2.65
C -3.96 2.83 -3.76
C -2.58 3.04 -3.76
C -1.72 2.66 -2.74
C -1.70 2.93 1.18
C -0.65 3.58 1.86
C -0.93 4.51 2.86
C -2.26 4.82 3.21
C -3.27 4.12 2.63
C -3.02 3.22 1.58
C -0.65 -0.38 3.08
C 0.53 0.08 3.68
C 0.48 0.54 4.99
C -0.64 0.36 5.78
C -1.82 -0.08 5.17
C -1.84 -0.43 3.85
C -1.24 -2.61 1.30
C -1.30 -3.38 2.48
C -1.99 -4.62 2.50
C -2.58 -5.09 1.34
C -2.41 -4.36 0.13
C -1.66 -3.20 0.07
H -2.70 0.25 1.04
H -2.03 -0.43 -0.49
H -4.10 1.45 -0.67
H -5.53 2.08 -2.59
H -4.61 3.11 -4.61
H -2.09 3.51 -4.60
H -0.64 2.64 -2.87
H 0.41 3.27 1.62
H -0.19 5.03 3.44
H -2.39 5.67 3.89
H -4.31 4.24 2.93
H -3.84 2.68 1.11
H 1.49 0.12 3.20
H 1.39 1.05 5.42
H -0.59 0.72 6.79
H -2.70 -0.14 5.83
H -2.75 -0.84 3.40
H -0.85 -3.03 3.39
H -2.10 -5.14 3.46
H -3.09 -6.08 1.32
H -2.85 -4.74 -0.80
H -1.32 -2.82 -0.91
```

For the HOMO energy (alpha / beta), the calculation gives -12.614 / -12.382 eV. The orbital gap (alpha / beta) is 0.2221 / 0.2053 hartree. The electronic energy is -3758.56292 hartree. As for the total charge: +2. As for the spin multiplicity: 3.

Here are the Mulliken charges for atoms 1 to 4, given in e: number 1, Tm, carries 1.257; number 2, C, carries -0.624; number 3, C, carries -0.726; number 4, C, carries -0.352

---

(3)
The following is a DFT calculation (ωB97M-V/def2-TZVPD) of C42H35N4O4PtS4 as an isolated structure.

Geometry as XYZ:
```
90
C42H35N4O4PtS4, DFT ωB97M-V/def2-TZVPD
Pt -0.13 2.46 -1.91
N -0.62 2.03 0.12
S -1.88 1.41 0.58
N -1.17 0.21 1.77
S 0.14 -0.46 1.76
N 1.26 -0.42 0.70
S 1.53 -0.10 -0.86
N 1.31 1.09 -1.64
C 0.92 -1.57 -1.71
C 0.43 -1.35 -2.98
C -0.08 -2.42 -3.70
C -0.08 -3.69 -3.16
C 0.44 -3.91 -1.89
C 0.94 -2.84 -1.15
C 3.30 -0.42 -0.86
C 4.04 0.27 -1.80
C 5.40 0.02 -1.89
C 6.01 -0.90 -1.06
C 5.25 -1.58 -0.11
C 3.89 -1.34 0.00
C 1.06 0.01 3.22
C 0.42 -0.06 4.44
C 1.12 0.23 5.60
C 2.46 0.59 5.53
C 3.09 0.68 4.30
C 2.39 0.39 3.13
C -0.21 -2.19 2.06
C -1.04 -2.80 1.13
C -1.34 -4.15 1.25
C -0.80 -4.89 2.30
C 0.04 -4.28 3.21
C 0.36 -2.93 3.09
C -2.87 2.23 1.91
C -3.48 3.45 1.63
C -4.20 4.10 2.62
C -4.32 3.56 3.89
C -3.69 2.36 4.18
C -2.97 1.69 3.19
C -2.85 0.01 -0.05
C -2.37 -0.60 -1.20
C -3.04 -1.71 -1.70
C -4.16 -2.21 -1.05
C -4.62 -1.59 0.11
C -3.97 -0.47 0.61
H 0.43 -0.33 -3.37
H -0.49 -2.25 -4.69
H -0.48 -4.52 -3.73
H 0.45 -4.91 -1.47
H 1.33 -3.00 -0.15
H 3.53 1.00 -2.42
H 5.99 0.57 -2.62
H 7.07 -1.10 -1.14
H 5.73 -2.29 0.56
H 3.29 -1.84 0.75
H -0.63 -0.34 4.47
H 0.62 0.17 6.56
H 3.01 0.80 6.44
H 4.12 0.99 4.25
H 2.85 0.46 2.15
H -1.47 -2.21 0.32
H -2.00 -4.61 0.53
H -1.05 -5.94 2.40
H 0.48 -4.86 4.01
H 1.04 -2.47 3.79
H -3.40 3.87 0.64
H -4.69 5.04 2.38
H -4.90 4.07 4.65
H -3.76 1.93 5.17
H -2.48 0.75 3.42
H -1.50 -0.19 -1.70
H -2.67 -2.18 -2.60
H -4.68 -3.08 -1.44
H -5.49 -1.98 0.63
H -4.34 0.03 1.50
C 2.83 3.54 -5.62
C 1.76 2.68 -5.82
C 0.86 2.43 -4.78
C 1.00 3.02 -3.51
C 2.09 3.89 -3.34
C 2.99 4.15 -4.38
H 3.54 3.73 -6.42
H 1.63 2.19 -6.78
H 0.03 1.76 -4.96
H 2.24 4.36 -2.38
H 3.82 4.83 -4.21
O -4.16 3.40 -2.64
S -2.93 2.79 -2.19
O -1.77 3.77 -2.18
O -2.62 1.59 -2.96
O -3.16 2.37 -0.70
```

The relative energy (zero: lowest compared OMol25 entry of this formula, charge and spin) is 40.2 kJ/mol. For the HOMO energy, the calculation gives -4.272 eV. The orbital gap is 0.2274 hartree. The electronic energy is -3853.25952 hartree. As for the total charge: -1.

Here are the Mulliken charges for atoms 1 to 4, given in e: number 1, Pt, carries 0.683; number 2, N, carries -0.859; number 3, S, carries 2.012; number 4, N, carries -0.098

---

(4)
The following is a DFT calculation (ωB97M-V/def2-TZVPD) of C42H35N6O4PRe as an isolated structure.

Geometry as XYZ:
```
89
C42H35N6O4PRe, DFT ωB97M-V/def2-TZVPD
Re -0.08 0.05 -0.05
N 2.63 -1.19 3.97
C 2.34 -0.77 2.74
N 1.26 -1.08 2.10
C 0.33 -1.89 2.70
N -0.77 -2.22 2.08
N -0.96 -1.80 0.86
C -1.97 -2.25 0.17
C -1.97 -1.94 -1.23
C -2.82 -2.57 -2.14
C -2.56 -2.46 -3.49
C -1.47 -1.70 -3.89
C -0.74 -1.02 -2.95
N -0.97 -1.12 -1.64
C 0.58 -2.41 4.02
C -0.30 -3.29 4.67
C 0.03 -3.78 5.92
C 1.21 -3.38 6.55
C 2.08 -2.52 5.93
C 1.78 -2.03 4.66
H 3.50 -0.94 4.42
H 3.06 -0.12 2.25
H -2.70 -2.92 0.60
H -3.65 -3.16 -1.78
H -3.17 -2.97 -4.22
H -1.20 -1.65 -4.94
H 0.09 -0.39 -3.24
H -1.21 -3.57 4.18
H -0.63 -4.47 6.42
H 1.45 -3.77 7.53
H 3.00 -2.21 6.41
C 2.23 3.56 0.20
C 1.13 4.38 -0.38
C 1.18 5.77 -0.22
C 0.19 6.58 -0.73
C -0.89 6.03 -1.41
C -0.96 4.66 -1.58
C 0.05 3.83 -1.08
P 0.01 2.07 -1.52
C -1.54 1.81 -2.46
C -2.62 1.52 -1.61
C -3.86 1.18 -2.11
C -4.04 1.10 -3.48
C -2.99 1.41 -4.33
C -1.73 1.78 -3.85
C -0.66 2.14 -4.82
C 1.56 1.79 -2.44
C 2.12 2.75 -3.28
C 3.28 2.47 -3.97
C 3.90 1.24 -3.81
C 3.38 0.31 -2.92
C 2.23 0.58 -2.19
C 1.80 -0.37 -1.11
H 2.47 3.90 1.20
H 3.13 3.66 -0.40
H 1.95 2.50 0.24
H 2.00 6.21 0.33
H 0.25 7.65 -0.60
H -1.66 6.66 -1.82
H -1.80 4.23 -2.12
H -2.49 1.57 -0.53
H -4.68 0.99 -1.43
H -4.99 0.80 -3.89
H -3.14 1.38 -5.39
H -1.10 2.34 -5.80
H 0.05 1.32 -4.95
H -0.12 3.02 -4.50
H 1.64 3.71 -3.40
H 3.71 3.21 -4.62
H 4.80 1.01 -4.36
H 3.90 -0.63 -2.76
H 2.56 -0.31 -0.33
H 1.83 -1.39 -1.51
O -1.77 0.84 1.51
C -0.87 1.55 1.99
O 0.31 1.46 1.50
C -1.08 2.52 3.08
C -1.83 2.22 4.21
C -1.97 3.16 5.22
C -1.41 4.42 5.09
C -0.69 4.72 3.94
C -0.51 3.78 2.94
N -0.11 6.04 3.76
O -0.31 6.86 4.62
O 0.55 6.21 2.75
H -2.28 1.24 4.31
H -2.53 2.92 6.11
H -1.53 5.17 5.86
H 0.06 4.04 2.06
```

The relative energy (zero: lowest compared OMol25 entry of this formula, charge and spin) is 62.9 kJ/mol. For the HOMO energy (alpha / beta), the calculation gives -13.538 / -13.554 eV. The orbital gap (alpha / beta) is 0.2205 / 0.2327 hartree. The electronic energy is -2670.05636 hartree. As for the total charge: +2. As for the spin multiplicity: 2.

Here are the Mulliken charges for atoms 1 to 4, given in e: number 1, Re, carries 1.805; number 2, N, carries 0.085; number 3, C, carries -0.553; number 4, N, carries 0.297

---

(5)
The following is a DFT calculation (ωB97M-V/def2-TZVPD) of a 7-piece molecular cluster, C42H35N7O14 overall.

Geometry as XYZ:
```
98
C42H35N7O14, DFT ωB97M-V/def2-TZVPD
O -11.85 -2.25 -13.31
N -12.80 -3.00 -13.42
O -13.56 -3.27 -12.52
C -13.03 -3.62 -14.72
C -14.11 -4.47 -14.89
C -14.26 -5.14 -16.09
C -13.39 -4.91 -17.14
C -12.37 -3.97 -16.99
C -12.18 -3.33 -15.78
H -14.76 -4.69 -14.06
H -15.11 -5.82 -16.16
H -13.45 -5.46 -18.07
H -11.65 -3.84 -17.79
H -11.39 -2.61 -15.69
O -1.82 -1.13 -13.76
N -1.61 -2.15 -14.40
O -0.53 -2.68 -14.53
C -2.76 -2.78 -15.05
C -4.01 -2.61 -14.51
C -5.10 -3.21 -15.12
C -4.91 -3.97 -16.27
C -3.63 -4.17 -16.77
C -2.54 -3.58 -16.16
H -4.14 -1.96 -13.65
H -6.09 -3.04 -14.73
H -5.76 -4.38 -16.79
H -3.48 -4.78 -17.65
H -1.53 -3.67 -16.53
O -12.20 -11.84 -18.40
N -13.02 -12.15 -17.56
O -13.42 -13.28 -17.36
C -13.56 -11.08 -16.70
C -13.19 -9.77 -16.95
C -13.62 -8.80 -16.08
C -14.47 -9.12 -15.04
C -14.82 -10.44 -14.80
C -14.33 -11.44 -15.62
H -12.54 -9.58 -17.79
H -13.31 -7.78 -16.27
H -14.85 -8.30 -14.43
H -15.50 -10.67 -13.99
H -14.60 -12.48 -15.49
O -7.01 -3.32 -19.75
N -5.90 -3.06 -19.33
O -5.02 -3.88 -19.12
C -5.61 -1.65 -19.03
C -6.38 -0.66 -19.60
C -6.09 0.65 -19.28
C -5.09 0.96 -18.38
C -4.30 -0.05 -17.85
C -4.54 -1.37 -18.19
H -7.20 -0.92 -20.25
H -6.75 1.41 -19.69
H -4.92 1.99 -18.07
H -3.51 0.17 -17.14
H -3.95 -2.20 -17.82
O -3.79 -8.65 -19.99
N -2.92 -7.80 -20.08
O -2.94 -6.73 -19.50
C -1.79 -8.08 -20.98
C -1.89 -9.09 -21.90
C -0.85 -9.31 -22.81
C 0.26 -8.49 -22.75
C 0.38 -7.51 -21.78
C -0.67 -7.27 -20.91
H -2.82 -9.63 -22.03
H -0.96 -10.12 -23.52
H 1.02 -8.60 -23.52
H 1.23 -6.84 -21.77
H -0.58 -6.46 -20.20
O -8.64 -11.95 -18.25
N -8.73 -13.16 -18.25
O -8.18 -13.89 -19.05
C -9.55 -13.80 -17.21
C -10.06 -13.02 -16.17
C -10.87 -13.63 -15.24
C -11.17 -14.99 -15.32
C -10.66 -15.72 -16.38
C -9.87 -15.13 -17.34
H -9.81 -11.97 -16.11
H -11.33 -13.08 -14.43
H -11.85 -15.43 -14.60
H -10.87 -16.78 -16.44
H -9.50 -15.69 -18.19
O -10.42 -6.11 -18.75
N -10.10 -7.17 -18.26
O -10.90 -8.01 -17.87
C -8.69 -7.48 -18.11
C -8.32 -8.78 -17.81
C -6.98 -9.06 -17.57
C -6.03 -8.06 -17.71
C -6.41 -6.78 -18.11
C -7.75 -6.48 -18.31
H -9.07 -9.52 -17.60
H -6.72 -10.07 -17.30
H -4.98 -8.26 -17.55
H -5.65 -6.02 -18.19
H -8.01 -5.47 -18.58
```

The relative energy (zero: lowest compared OMol25 entry of this formula, charge and spin) is 5.5 kJ/mol. For the HOMO energy, the calculation gives -9.666 eV. The orbital gap is 0.3293 hartree. The electronic energy is -3057.48632 hartree. Its structure (SMILES) is O=[N+]([O-])c1ccccc1.O=[N+]([O-])c1ccccc1.O=[N+]([O-])c1ccccc1.O=[N+]([O-])c1ccccc1.O=[N+]([O-])c1ccccc1.O=[N+]([O-])c1ccccc1.O=[N+]([O-])c1ccccc1. As for the total charge: 0.

Here are the Mulliken charges for atoms 1 to 4, given in e: number 1, O, carries -0.609; number 2, N, carries 1.016; number 3, O, carries -0.607; number 4, C, carries 0.099

---

- Number 1 is which compound?
  C42H35N3O